[1]
{
  "formula": "C18H47Ag2F6O12",
  "method": "ωB97M-V/def2-TZVPD",
  "multiplicity": 3,
  "e_lumo_ev": [-3.0, -6.2],
  "homo_lumo_gap_ev": [7.9, 4.8],
  "charge": 1,
  "s_squared": 2.01,
  "species": ["H", "C", "H", "H", "C", "F", "C", "H", "H", "H", "C", "O", "H", "C", "C", "Ag", "H", "C", "H", "H", "F", "H", "H", "H", "C", "H", "O", "H", "H", "C", "H", "H", "H", "O", "H", "O", "H", "H", "H", "H", "H", "H", "H", "O", "H", "H", "H", "O", "H", "O", "H", "C", "H", "H", "F", "H", "O", "C", "C", "H", "H", "H", "Ag", "H", "C", "O", "H", "C", "F", "C", "C", "O", "F", "H", "O", "H", "H", "H", "H", "C", "O", "C", "H", "F", "H"],
  "coordinates": [[-15.23, 24.39, 16.75], [-16.78, 26.80, 20.43], [-15.44, 24.48, 18.49], [-19.10, 31.75, 16.05], [-16.11, 28.03, 15.09], [-18.09, 33.15, 18.19], [-17.59, 27.98, 19.92], [-20.01, 30.32, 15.50], [-14.51, 28.90, 22.63], [-23.00, 35.10, 19.20], [-16.60, 29.07, 19.49], [-13.87, 28.74, 24.51], [-19.10, 24.75, 23.18], [-19.89, 24.49, 19.40], [-19.47, 32.32, 19.91], [-18.70, 26.38, 16.99], [-20.75, 24.60, 20.07], [-21.15, 34.07, 19.58], [-18.38, 30.64, 14.90], [-22.47, 34.09, 17.89], [-18.25, 34.30, 20.04], [-16.34, 32.01, 15.86], [-17.10, 29.98, 19.13], [-12.63, 28.43, 18.94], [-14.14, 28.11, 23.29], [-17.29, 23.47, 17.62], [-15.50, 24.43, 22.47], [-15.87, 28.72, 18.75], [-14.62, 24.65, 22.15], [-18.21, 33.08, 19.51], [-13.33, 27.54, 22.83], [-19.71, 32.57, 20.97], [-13.89, 27.90, 20.03], [-19.68, 26.28, 24.53], [-15.11, 27.60, 15.33], [-20.58, 32.80, 19.18], [-16.07, 29.47, 20.36], [-17.53, 29.77, 16.56], [-17.43, 25.95, 20.66], [-16.29, 27.00, 21.38], [-15.78, 22.43, 21.87], [-16.05, 26.49, 19.68], [-13.19, 29.50, 20.23], [-16.18, 29.31, 15.66], [-15.81, 23.71, 20.62], [-19.10, 25.12, 19.79], [-23.18, 33.34, 19.32], [-17.22, 24.41, 17.41], [-14.77, 30.44, 14.57], [-11.92, 27.83, 20.75], [-18.12, 28.40, 20.79], [-15.51, 31.47, 16.31], [-11.35, 28.53, 21.08], [-15.77, 25.87, 17.38], [-16.23, 26.82, 13.11], [-21.24, 34.14, 20.67], [-16.99, 27.28, 15.68], [-15.87, 24.80, 17.54], [-22.53, 34.15, 18.98], [-20.49, 34.85, 19.20], [-15.01, 27.43, 23.38], [-19.44, 26.28, 22.49], [-19.99, 29.25, 18.49], [-20.69, 24.14, 17.65], [-16.10, 23.45, 21.65], [-18.45, 27.65, 18.88], [-13.56, 28.10, 25.16], [-19.00, 25.83, 23.38], [-17.35, 28.65, 13.18], [-12.95, 28.46, 19.99], [-19.03, 30.70, 15.78], [-19.43, 31.02, 19.85], [-17.11, 32.45, 19.95], [-17.19, 23.45, 21.61], [-20.22, 24.87, 18.07], [-19.54, 23.46, 19.42], [-14.22, 29.80, 16.14], [-17.92, 26.00, 23.44], [-14.70, 32.21, 16.41], [-16.22, 28.05, 13.56], [-18.44, 29.95, 16.86], [-15.06, 30.23, 15.59], [-19.51, 25.64, 25.23], [-15.24, 28.76, 13.01], [-15.67, 31.20, 17.36]],
  "mulliken_spin": [0.000, 0.000, 0.000, 0.000, -0.061, 0.006, 0.010, 0.002, 0.000, 0.000, -0.010, 0.000, 0.000, 0.001, -0.030, 0.016, 0.000, 0.010, 0.000, 0.000, 0.004, 0.000, 0.005, 0.000, 0.000, 0.000, 0.000, -0.002, 0.000, 0.072, 0.000, 0.114, 0.000, 0.000, 0.130, 0.018, 0.001, -0.012, -0.002, 0.002, 0.000, -0.001, 0.000, 0.012, 0.000, -0.001, 0.000, 0.000, 0.001, 0.000, -0.002, -0.001, 0.000, 0.002, 0.003, -0.006, 0.798, 0.001, 0.000, 0.001, 0.000, 0.000, 0.042, 0.000, 0.000, 0.017, 0.000, 0.000, 0.005, 0.000, 0.002, 0.745, 0.002, 0.000, 0.000, 0.000, -0.002, 0.000, 0.000, 0.081, 0.009, 0.011, 0.000, 0.006, 0.000]
}


[2]
{
  "formula": "C30H75In2N5Na2O18P2",
  "method": "ωB97M-V/def2-TZVPD",
  "e_lumo_ev": -9.5,
  "homo_lumo_gap_ev": 2.9,
  "charge": 2,
  "species": ["C", "H", "C", "H", "O", "H", "H", "H", "H", "H", "H", "O", "O", "Na", "H", "H", "H", "H", "H", "H", "O", "In", "C", "H", "H", "H", "C", "O", "N", "H", "C", "O", "C", "H", "O", "H", "H", "H", "C", "C", "H", "C", "H", "C", "C", "O", "H", "H", "H", "O", "N", "H", "O", "O", "O", "H", "H", "H", "O", "H", "H", "H", "O", "H", "C", "H", "H", "H", "C", "O", "H", "H", "H", "C", "H", "H", "C", "H", "H", "P", "C", "H", "H", "H", "H", "H", "H", "C", "H", "O", "H", "Na", "H", "H", "H", "O", "H", "H", "C", "H", "C", "C", "H", "H", "P", "H", "H", "C", "N", "H", "H", "H", "In", "H", "O", "N", "H", "C", "H", "H", "H", "C", "H", "N", "C", "C", "H", "H", "C", "C", "C", "H", "C", "C"],
  "coordinates": [[1.40, 3.52, 1.28], [-1.14, 1.90, -6.53], [2.97, -5.15, -0.62], [-4.57, 1.27, -8.56], [2.46, -4.50, -1.74], [3.73, -4.56, -0.10], [-0.92, -4.50, -1.41], [-5.35, -3.83, 5.28], [3.77, -5.44, -3.00], [-1.08, 1.19, 5.58], [0.20, -5.84, -1.01], [-2.74, 2.60, -3.62], [-1.49, 0.00, 7.26], [-3.31, -1.04, 1.45], [-3.81, -1.64, 6.15], [0.66, 5.53, 5.54], [-3.22, 1.00, 5.44], [-1.10, -1.85, 5.55], [-3.97, 2.14, -6.24], [-3.63, -1.61, -6.99], [-1.83, 0.55, 1.52], [-3.21, -0.27, -2.75], [2.21, 1.74, -2.94], [2.59, -4.38, -3.68], [-6.35, -2.62, 6.05], [5.13, -3.29, -2.26], [4.33, -3.30, -3.01], [-5.07, -1.88, 4.54], [-2.19, -0.51, 4.23], [-1.90, 0.94, 9.09], [3.86, 0.25, 0.63], [-1.49, -1.00, -0.34], [-1.07, -0.85, 5.10], [-1.36, -3.02, 0.65], [-0.45, -0.70, -3.70], [-0.31, 1.14, 8.38], [-2.42, 4.64, -2.95], [5.20, 5.23, 0.37], [0.26, -2.87, 2.22], [-3.70, -1.50, -8.07], [3.72, -1.80, -4.12], [0.82, 3.31, 4.25], [-3.75, 0.60, 3.90], [-0.62, -3.64, 1.16], [3.87, 0.39, -3.38], [0.42, 0.58, 0.06], [0.94, 1.54, 1.40], [4.82, -3.34, -3.99], [2.00, -0.20, 2.82], [-3.17, -0.37, -8.65], [3.76, -1.92, -3.12], [4.64, 4.32, -0.98], [0.23, -4.25, 0.20], [2.85, 0.59, -2.56], [3.20, 4.96, 0.50], [-2.67, 3.58, -5.49], [3.45, 3.15, 1.35], [-1.87, -0.02, 3.41], [-0.21, 3.73, 5.19], [-2.02, -0.16, -6.04], [1.02, 4.41, 1.78], [-1.52, 2.04, 7.67], [-1.95, 1.36, -0.82], [4.46, 6.09, -0.83], [3.32, -4.46, -2.87], [1.45, 1.70, -2.16], [3.64, 0.32, -4.44], [-4.04, 4.07, -3.07], [-3.02, 3.73, -2.88], [-1.92, -2.35, -5.19], [-6.69, -3.04, 4.32], [1.92, 1.67, -3.99], [3.32, -2.84, 1.66], [4.71, -0.88, -2.90], [-4.66, 0.60, -6.05], [-0.58, -2.57, 2.85], [2.78, 3.65, 0.65], [-3.07, -2.26, -8.54], [-1.31, -5.62, -0.11], [-1.12, 0.47, 0.18], [-3.67, 0.90, -8.06], [1.29, 4.15, 3.73], [-0.58, 1.38, -4.98], [2.91, 3.23, -0.35], [-5.11, -0.58, 6.08], [3.99, 0.50, -0.43], [4.24, -1.66, 2.41], [-3.79, 1.10, -6.48], [-2.83, 1.53, -8.33], [0.60, -2.88, -4.25], [-0.07, 1.48, 3.42], [-3.67, 2.03, 0.66], [-0.54, 3.05, 2.72], [0.70, 4.26, 6.85], [-4.69, -1.73, -8.45], [3.42, -1.09, 0.52], [-0.13, -1.01, 4.57], [1.96, -1.57, 3.45], [0.11, 4.76, 6.09], [5.57, -0.95, -3.56], [-1.48, 1.69, -5.51], [-4.36, -1.03, 5.44], [-1.17, 3.49, -4.54], [4.74, 0.45, 1.23], [-0.76, -2.20, -4.18], [-2.99, 3.34, -1.86], [1.63, 2.79, 4.77], [-5.93, -2.93, 5.09], [1.23, 2.26, 2.04], [-1.16, -4.35, 1.79], [2.67, 2.73, -2.84], [2.32, -5.52, 0.18], [1.09, -1.64, -1.56], [3.35, -6.13, -0.92], [-1.38, -2.51, -2.79], [-2.55, 0.64, -5.71], [0.76, -3.63, 2.82], [0.29, 2.46, 3.11], [5.12, -0.84, -1.89], [3.07, 0.80, 1.14], [-0.74, 5.13, 6.67], [-3.38, 0.12, 4.81], [4.64, 1.16, -3.35], [0.97, -1.78, 1.63], [3.35, -1.76, 1.78], [-1.38, 1.07, 8.15], [0.65, 3.41, 0.48], [0.20, -1.17, 1.41], [4.35, 5.13, -0.31], [-0.49, -5.09, -0.60], [-0.80, 0.27, 6.09], [0.25, 0.40, 6.33], [-2.04, 2.93, -4.88], [2.03, -1.22, 2.42]],
  "mulliken_charge": [-0.643, 0.438, -0.867, 0.419, -0.048, 0.237, 0.104, 0.296, 0.555, 0.244, 0.166, 0.017, -0.377, 0.943, 0.413, 0.303, 0.330, 0.668, 0.302, 0.181, -1.274, 1.096, -0.896, 0.178, 0.322, 0.369, -0.783, -0.299, 0.429, 0.287, 0.430, -0.990, 0.486, 0.129, -0.032, 0.378, 0.419, 0.330, -0.084, -0.524, 0.214, -0.781, 0.318, -0.920, -1.172, 0.106, -0.611, 0.483, 0.190, -0.329, 0.050, 0.208, -0.035, 0.465, -0.468, 0.482, 0.246, -0.111, -0.304, 0.200, 0.686, 0.310, -0.785, 0.297, -0.844, 0.239, 0.609, 0.268, -0.660, -0.447, 0.231, 0.237, 0.262, -0.760, 0.297, -0.383, 0.332, 0.235, 0.453, -0.076, -0.604, 0.720, -0.086, -0.540, 0.529, -0.046, 0.386, -0.690, 0.294, -0.336, -0.566, 0.870, 0.129, 0.335, 0.307, -0.045, -0.798, 0.589, -0.814, 0.487, -0.251, -0.930, 0.534, 0.447, -0.025, -0.164, 0.385, -0.753, 0.432, 0.615, 0.274, 0.282, 1.637, 0.385, -0.273, 0.120, 0.761, 0.524, 0.339, -0.553, 0.244, -0.502, 0.375, 1.772, -1.379, -0.894, 0.178, -0.800, -0.693, -0.763, -1.218, 0.858, -0.912, -0.555]
}


[3]
{
  "formula": "C15H17BClNO8Zr",
  "method": "ωB97M-V/def2-TZVPD",
  "e_lumo_ev": -1.4,
  "homo_lumo_gap_ev": 6.4,
  "species": ["H", "H", "H", "C", "H", "H", "C", "H", "C", "C", "N", "H", "C", "C", "C", "O", "C", "C", "C", "H", "O", "C", "H", "O", "H", "O", "H", "B", "C", "O", "Zr", "C", "H", "O", "Cl", "C", "O", "O", "H", "H", "H", "H", "C", "H"],
  "coordinates": [[-0.53, 5.05, 0.02], [4.38, 0.06, 3.26], [-3.11, 0.02, 1.45], [4.68, -0.54, -0.05], [-3.45, 0.90, -2.11], [3.01, -0.45, -1.42], [0.63, 3.24, -0.27], [-3.19, -3.30, -0.13], [-2.73, -1.44, -3.00], [4.10, -0.06, 2.22], [2.43, -0.05, 0.51], [-4.46, -2.76, -1.24], [2.80, 0.07, 1.81], [1.67, 0.41, 2.75], [-3.76, 0.52, -1.14], [1.70, 2.63, 0.05], [3.36, -0.35, -0.40], [-3.40, -2.98, -1.15], [5.07, -0.38, 1.27], [1.00, 4.97, 0.98], [-1.16, -2.09, -1.32], [6.55, -0.56, 1.69], [-4.76, 0.09, -1.23], [0.45, 0.33, 2.11], [5.44, -0.80, -0.77], [1.80, 0.75, 3.88], [-2.42, -1.59, 1.24], [-0.51, -1.00, -0.88], [-2.82, -0.52, -0.60], [6.77, -0.32, 2.88], [0.41, 0.83, 0.22], [-3.13, -0.88, 0.84], [-3.77, -1.23, -3.26], [7.29, -0.90, 0.75], [-0.69, 3.56, 1.88], [-2.58, -1.76, -1.53], [-0.20, 2.64, -1.01], [-1.45, 0.05, -0.60], [-3.15, -3.80, -1.82], [-3.82, 1.36, -0.45], [-4.13, -1.31, 0.91], [-2.40, -2.30, -3.58], [0.18, 4.42, 0.54], [-2.12, -0.58, -3.29]],
  "nbo_charge": [0.249, 0.283, 0.227, -0.207, 0.232, 0.208, 0.731, 0.227, -0.636, -0.167, -0.573, 0.218, 0.057, 0.760, -0.639, -0.682, 0.057, -0.630, -0.002, 0.255, -0.703, 0.722, 0.228, -0.829, 0.269, -0.495, 0.231, 0.604, 0.287, -0.713, 2.114, -0.648, 0.220, -0.721, 0.014, 0.237, -0.688, -0.804, 0.234, 0.228, 0.233, 0.235, -0.441, 0.217]
}


[4]
{
  "formula": "C35H28F12NNaO4S",
  "method": "ωB97M-V/def2-TZVPD",
  "e_lumo_ev": 3.7,
  "homo_lumo_gap_ev": 4.1,
  "charge": -2,
  "species": ["C", "H", "H", "C", "C", "C", "H", "F", "O", "C", "O", "C", "C", "H", "S", "F", "H", "H", "F", "C", "H", "F", "C", "H", "C", "C", "C", "O", "C", "F", "C", "H", "F", "C", "H", "H", "C", "H", "C", "C", "F", "H", "F", "H", "F", "H", "H", "H", "H", "C", "H", "C", "C", "C", "C", "H", "C", "C", "H", "H", "H", "C", "C", "H", "C", "H", "C", "C", "H", "N", "C", "C", "C", "H", "C", "C", "O", "F", "F", "H", "F", "Na"],
  "coordinates": [[-1.24, 0.57, -4.03], [0.59, 0.76, 5.01], [2.24, -7.73, -0.22], [3.73, 1.52, 1.65], [-4.27, -4.50, -1.59], [3.67, -0.74, 2.51], [2.84, -5.75, -1.58], [2.35, 3.76, -2.91], [0.91, -1.91, 0.49], [-0.50, -2.64, 2.25], [1.01, 2.15, 2.49], [-1.66, -0.98, -1.65], [1.75, -4.38, -0.34], [6.63, -0.10, 1.00], [1.37, 0.74, 2.78], [-3.77, 0.08, 2.78], [5.43, -1.92, 2.17], [2.24, 1.46, 4.91], [3.26, 3.24, -1.03], [5.63, 0.07, 1.39], [0.52, 3.33, -6.87], [3.28, -0.33, -3.21], [3.42, 0.88, -2.65], [2.14, 2.17, -4.58], [0.32, 1.65, -5.49], [5.02, 1.30, 1.18], [2.19, 2.96, -1.83], [1.89, 0.85, -0.88], [-3.46, -2.29, -0.68], [-2.55, 1.95, -0.56], [2.21, -5.64, -0.70], [-3.89, -5.28, -0.92], [1.11, 3.42, -1.19], [0.69, 2.24, -6.83], [-5.27, -4.23, -1.25], [3.19, 2.44, 1.44], [4.96, -0.95, 2.05], [-2.23, -3.91, -3.36], [1.59, 0.65, 4.58], [0.60, -5.35, 1.54], [4.35, 0.75, -1.69], [-4.24, -2.42, 0.05], [-3.44, -1.93, 2.14], [5.52, 2.07, 0.61], [-5.08, -0.78, 1.30], [2.00, -0.32, 4.85], [-1.35, -3.33, 2.16], [0.11, 1.80, -7.64], [-0.03, -5.23, 2.41], [3.08, 0.51, 2.33], [1.75, 2.08, -7.06], [-0.36, 0.57, -2.91], [-2.37, -3.15, -2.60], [1.18, 1.70, -4.41], [2.05, 1.41, -2.06], [-4.37, -4.95, -2.58], [-1.56, -2.03, -2.60], [-3.77, -0.70, 1.68], [-0.02, -2.84, 3.21], [-2.23, 0.15, -3.87], [0.80, -7.47, 1.77], [-0.93, 1.08, -5.26], [0.48, -2.84, 1.13], [3.11, -1.55, 2.96], [0.95, -4.23, 0.78], [-0.87, -1.61, 2.19], [0.91, 1.20, -3.13], [-3.37, -3.29, -1.64], [-0.80, -1.94, -3.36], [-0.81, 0.08, -1.72], [-3.43, 1.16, 0.05], [1.07, -6.60, 1.18], [1.88, -6.75, 0.06], [2.00, -3.49, -0.92], [-2.77, -0.17, 0.59], [-2.63, -1.17, -0.61], [-1.63, 0.09, 1.24], [-3.97, 1.92, 1.04], [4.03, 1.66, -3.60], [-1.67, 1.04, -6.06], [-4.44, 0.94, -0.82], [0.13, 0.63, 0.20]],
  "mulliken_charge": [-0.096, 0.382, 0.364, -0.275, -1.650, -0.444, 0.395, -0.306, -0.122, -1.112, -0.724, -0.288, -0.230, 0.367, 1.165, -0.300, 0.356, 0.380, -0.271, -0.404, 0.269, -0.291, 0.437, 0.439, 0.236, -0.467, 0.492, -1.053, -0.334, -0.137, -0.685, 0.229, -0.250, -1.552, 0.371, 0.353, -0.712, 0.256, -1.305, -0.244, -0.116, 0.314, -0.155, 0.319, -0.308, 0.392, 0.495, 0.372, 0.348, 0.402, 0.361, -0.339, -1.211, -0.385, 1.378, 0.408, 0.214, 0.084, 0.513, 0.498, 0.379, -1.206, 0.529, 0.195, 0.393, -0.271, -0.623, 0.514, 0.544, 0.245, 0.464, -0.765, -0.353, 0.528, 1.531, -0.442, -1.197, -0.342, -0.317, 0.275, -0.332, 1.425]
}


Number 1: E -2509.50364 a.u., F_max 2.8 eV/A. Number 2: E -4202.87396 a.u., F_max 5.5 eV/A. Number 3: E -1770.74187 a.u., F_max 0.6 eV/A. Number 4: E -3465.26440 a.u., F_max 0.4 eV/A.